(1)
Formula: C56H108F18N4O12
Source: the OMol25 dataset
Level of theory: ωB97M-V/def2-TZVPD

```
198
Properties=species:S:1:pos:R:3:forces:R:3:mulliken_charge:R:1
C -0.294 7.227 1.634 1.1 -0.3 0.1 -1.58
C -0.893 6.219 0.652 -0.2 -1.1 0.1 1.41
C -2.367 5.860 0.880 -0.4 1.8 0.4 -1.45
N -3.029 4.853 0.002 0.3 -0.4 -0.4 1.32
C -2.173 3.648 -0.051 0.7 0.6 -0.3 0.61
C -4.358 4.514 0.611 -0.3 -0.1 1.1 -0.47
C -5.287 4.372 -0.560 -1.3 -0.6 0.5 0.84
C -4.858 5.502 -1.445 0.8 0.2 -0.7 -1.25
C -3.338 5.352 -1.393 0.3 0.6 -0.2 0.02
H 0.814 7.122 1.484 -0.7 -0.1 0.6 0.23
H -0.555 7.078 2.715 0.2 0.2 -1.0 0.34
H -0.413 8.260 1.292 -0.7 0.0 0.3 0.43
H -0.393 5.243 0.712 0.4 0.4 0.3 -0.76
H -0.644 6.543 -0.356 -0.5 -0.1 -0.2 0.27
H -2.984 6.791 0.784 0.3 -0.7 0.2 0.36
H -2.515 5.434 1.881 0.2 0.3 0.0 0.64
H -2.584 2.838 -0.597 -1.2 -0.5 -0.5 0.04
H -2.014 3.355 0.953 0.4 -0.5 0.7 -0.35
H -1.272 3.876 -0.609 0.1 0.5 0.3 -0.59
H -4.232 3.696 1.338 0.0 0.0 -0.6 -0.37
H -4.677 5.375 1.227 0.2 -0.1 -0.4 0.59
H -5.266 3.400 -1.095 0.3 0.6 0.6 -1.02
H -6.321 4.528 -0.236 0.1 -0.3 0.0 0.76
H -5.133 5.291 -2.469 -0.5 0.4 -0.3 0.61
H -5.256 6.472 -1.127 0.2 -0.1 0.0 0.27
H -3.076 4.582 -2.124 0.3 0.0 0.3 -0.15
H -2.665 6.203 -1.558 -0.5 -0.2 -0.2 0.51
C 1.682 3.507 1.981 -0.1 0.4 0.7 -0.38
C 2.898 3.971 1.123 -0.9 -1.2 -0.1 1.28
C 4.048 4.012 2.100 -0.1 1.8 1.0 -0.48
N 5.415 4.502 1.687 1.7 -0.4 -0.7 0.85
C 5.353 5.591 0.683 1.0 -0.9 0.2 -1.30
C 6.301 3.364 1.154 -1.1 -1.2 0.1 -0.06
C 7.198 2.886 2.300 0.1 0.9 -0.5 -0.71
C 6.666 3.635 3.511 0.8 -0.7 1.7 -0.04
C 6.212 4.928 2.928 -1.0 0.0 -0.7 -0.85
H 1.934 2.645 2.650 -0.2 0.6 -0.7 0.04
H 0.735 3.310 1.456 0.8 -0.2 -0.3 -1.03
H 1.383 4.352 2.614 0.2 -0.1 0.3 0.88
H 2.668 4.922 0.664 0.0 0.5 0.1 -0.42
H 2.960 3.288 0.281 0.7 -0.4 0.0 0.53
H 4.233 3.090 2.627 -0.3 -0.6 -0.1 -0.87
H 3.739 4.806 2.816 0.1 -0.5 -0.1 0.13
H 4.598 6.268 1.001 -0.3 1.0 0.2 0.38
H 5.051 5.163 -0.272 0.1 0.1 0.0 0.50
H 6.396 5.967 0.680 -0.9 0.4 -0.5 0.42
H 6.834 3.612 0.248 0.1 0.7 -0.1 0.44
H 5.605 2.568 0.902 0.0 -0.2 0.0 -0.06
H 8.213 3.205 2.059 0.2 -0.3 0.2 0.42
H 7.098 1.823 2.423 0.1 -0.4 0.0 0.18
H 7.442 3.818 4.321 -0.9 -0.3 -1.0 0.51
H 5.871 3.005 3.941 0.1 0.6 0.0 -0.15
H 7.094 5.505 2.636 -0.3 0.1 -0.3 0.47
H 5.524 5.537 3.478 -0.1 0.4 0.7 0.41
C -4.026 -2.650 1.840 0.4 -1.2 -0.3 -1.14
C -3.050 -3.771 2.304 0.8 0.8 0.2 0.76
C -3.281 -4.996 1.450 -0.9 -1.0 0.8 -1.05
N -2.806 -6.353 2.131 -0.5 0.9 0.1 0.64
C -1.330 -6.245 2.297 0.2 0.1 0.0 -0.99
C -3.182 -7.420 1.136 0.6 1.1 -1.5 -0.27
C -4.448 -8.065 1.573 -0.1 -0.9 -0.2 -1.08
C -4.813 -7.517 2.916 0.0 1.2 1.4 -0.64
C -3.497 -6.771 3.457 -1.9 -0.8 -1.7 -0.49
H -3.637 -1.670 2.065 -0.1 0.0 0.4 -0.09
H -5.035 -2.835 2.234 0.3 0.3 0.0 0.55
H -4.095 -2.688 0.750 0.0 0.0 0.0 0.42
H -3.234 -4.052 3.355 -0.1 0.3 -0.2 0.33
H -1.991 -3.381 2.301 -1.0 -0.6 -0.4 -0.41
H -2.851 -5.050 0.447 0.6 0.5 0.4 0.25
H -4.375 -5.091 1.304 0.3 -0.3 0.3 0.54
H -1.110 -5.307 2.823 0.0 -0.7 0.4 0.33
H -0.878 -6.074 1.323 -0.1 0.0 -0.3 0.28
H -0.949 -7.169 2.749 -0.1 0.4 0.2 0.38
H -2.325 -8.065 1.015 0.1 -0.3 0.1 0.65
H -3.352 -6.921 0.152 0.6 -0.4 0.8 0.04
H -4.332 -9.130 1.553 0.3 -0.7 0.6 0.37
H -5.197 -7.968 0.825 -0.9 0.7 -0.5 0.38
H -5.141 -8.305 3.596 0.2 0.1 0.1 0.44
H -5.665 -6.797 2.892 0.7 -0.4 -0.2 0.29
H -2.860 -7.527 3.949 -0.1 0.8 -0.1 0.48
H -3.838 -5.929 4.082 0.9 -0.3 -0.3 0.26
C 3.207 -2.248 -1.589 0.6 -0.6 0.3 -1.56
C 2.584 -1.572 -0.375 -1.0 0.9 -0.7 0.15
C 1.029 -1.685 -0.490 0.5 0.2 1.8 1.06
N 0.273 -0.856 0.579 1.8 0.7 -0.7 0.63
C 0.497 -1.442 1.964 -0.5 -0.9 -1.0 0.11
C 0.643 0.641 0.562 -0.2 -1.1 0.3 0.69
C 0.001 1.200 -0.684 -0.7 -0.2 -0.4 0.41
C -1.270 0.306 -0.930 0.9 -0.1 0.1 0.95
C -1.146 -0.780 0.143 -0.9 0.1 1.1 1.56
H 2.989 -3.327 -1.533 0.1 0.3 -0.3 0.28
H 4.297 -2.128 -1.534 -0.2 -0.1 -0.1 0.46
H 2.896 -1.866 -2.560 -0.3 0.1 0.1 0.38
H 2.855 -0.491 -0.351 -0.1 -0.7 -0.1 -0.23
H 3.040 -2.010 0.506 -0.6 0.0 0.3 -0.06
H 0.611 -2.696 -0.258 0.5 0.6 -0.9 -0.31
H 0.735 -1.256 -1.453 -0.1 -0.5 0.1 -0.11
H 1.469 -1.192 2.385 0.2 0.0 -0.6 -0.42
H 0.358 -2.566 1.897 0.0 1.4 0.1 -0.15
H -0.229 -0.919 2.553 -0.6 -0.1 0.7 0.43
H 0.148 0.999 1.468 0.0 0.2 -0.1 -0.73
H 1.710 0.752 0.649 0.4 0.0 0.1 -0.12
H -0.328 2.206 -0.469 0.2 0.1 0.0 -0.20
H 0.602 1.255 -1.604 0.1 -0.2 0.6 0.23
H -2.176 0.901 -0.781 0.1 -0.4 -0.1 -0.21
H -1.253 -0.102 -1.944 -0.1 0.1 0.2 -1.25
H -1.706 -0.450 1.018 0.1 0.1 0.2 -1.22
H -1.473 -1.783 -0.059 -0.1 -0.4 -0.5 -0.16
C -5.928 2.892 -3.670 -0.2 0.4 -0.2 1.02
O -5.396 1.543 -4.007 1.0 0.5 0.6 -0.55
O -6.132 3.706 -4.657 -0.8 -1.0 0.6 -0.96
C -7.144 2.477 -2.692 -0.3 -1.2 -1.7 0.76
F -7.699 3.576 -2.175 -0.4 0.0 0.4 -0.28
F -8.132 1.776 -3.369 0.7 0.8 0.8 -0.35
F -6.821 1.644 -1.616 0.0 0.9 -0.8 -0.24
C -4.110 1.345 -3.433 -0.5 -0.1 1.1 1.06
C -3.512 0.099 -3.978 -0.7 -1.1 0.0 -1.62
H -4.122 -0.768 -3.676 0.1 0.1 -0.3 0.39
H -3.439 0.127 -5.053 -0.1 0.0 -0.4 0.51
H -2.526 -0.059 -3.598 0.7 0.0 0.3 0.19
H -4.161 1.210 -2.282 -0.1 0.5 -1.4 -0.27
H -3.394 2.142 -3.654 -0.3 0.5 0.1 0.14
H -5.240 3.369 -2.969 0.8 -0.4 0.7 -0.69
C 4.648 0.233 3.113 1.9 -0.2 0.1 -0.50
O 4.400 -0.995 2.452 0.1 -0.5 -0.3 -0.25
O 4.716 1.257 2.265 -0.2 -0.4 1.5 -0.04
C 3.643 0.315 4.264 -1.5 -1.6 -0.1 0.51
F 2.348 0.394 3.847 0.5 -0.2 0.2 0.01
F 3.711 -0.767 5.153 0.0 0.9 -1.2 -0.36
F 3.848 1.371 5.010 0.5 1.4 0.7 -0.31
C 5.336 -1.194 1.376 -0.4 -1.3 0.7 -0.01
C 5.491 -2.731 1.209 0.0 1.1 0.4 -1.26
H 6.221 -2.998 0.428 -0.2 0.1 0.4 0.34
H 5.796 -3.096 2.212 -0.2 -0.2 -0.8 0.36
H 4.510 -3.105 0.906 0.3 -0.4 0.3 0.33
H 6.284 -0.745 1.654 0.3 0.2 -0.1 0.44
H 4.947 -0.739 0.480 0.1 0.3 -0.4 0.06
H 5.607 0.003 3.801 -0.7 0.6 -1.2 -0.22
C 0.633 4.767 -2.290 1.1 -0.3 1.2 1.93
O 1.931 5.222 -2.929 -0.9 0.5 1.0 -0.53
O -0.255 5.684 -2.063 0.2 -0.3 -0.3 -0.94
C 0.103 3.696 -3.195 -1.3 -1.7 -0.9 -0.19
F -0.970 3.017 -2.603 0.6 0.5 0.0 0.27
F -0.404 4.208 -4.274 -0.7 1.0 -1.6 -0.34
F 0.887 2.687 -3.637 0.8 0.1 0.7 -0.37
C 2.357 6.331 -2.117 0.0 -0.5 -1.1 0.69
C 3.187 7.259 -3.009 0.8 -0.7 0.4 -1.35
H 3.261 8.287 -2.581 0.0 -0.7 -0.4 0.33
H 4.192 6.810 -3.166 -0.3 0.5 0.1 0.33
H 2.708 7.247 -3.999 0.0 0.3 0.4 0.35
H 2.825 5.875 -1.216 0.2 0.7 -0.3 -0.41
H 1.485 6.898 -1.824 -0.4 0.0 0.3 0.13
H 1.014 4.170 -1.383 -0.2 0.5 -0.1 -0.90
C -0.095 -5.029 -1.053 0.2 -0.9 -1.3 -0.36
O 0.018 -4.105 -2.169 -0.7 -0.1 0.6 0.02
O -0.597 -4.553 0.050 -0.3 -0.2 -0.1 -0.72
C -0.937 -6.298 -1.672 0.7 -1.5 1.0 0.82
F -0.819 -7.428 -0.835 0.1 0.9 0.3 -0.33
F -2.275 -6.119 -1.713 -0.3 0.4 -0.3 -0.30
F -0.548 -6.833 -2.844 -0.2 1.2 0.0 -0.25
C -1.200 -3.428 -2.530 1.0 -0.3 0.6 0.93
C -0.840 -2.564 -3.659 0.2 -0.3 -1.7 -1.65
H -0.203 -1.746 -3.407 0.3 0.8 0.4 0.21
H -0.261 -3.145 -4.385 -0.3 0.0 -0.2 0.39
H -1.780 -2.234 -4.082 0.0 0.5 -0.5 0.31
H -1.571 -2.730 -1.758 -0.2 -1.0 0.2 -0.61
H -1.933 -4.149 -2.905 -0.2 0.1 0.6 0.60
H 0.941 -5.467 -1.012 -0.4 0.3 0.1 0.16
C 4.168 -9.584 -4.473 -1.3 -0.5 -0.4 0.00
O 4.132 -8.202 -4.120 0.3 -0.3 0.9 -0.22
O 4.285 -9.760 -5.758 0.4 -0.8 0.6 -0.90
C 5.279 -10.163 -3.535 -0.1 2.0 0.2 0.81
F 5.516 -11.421 -3.815 0.5 -1.1 0.1 -0.26
F 6.439 -9.451 -3.684 -0.2 -0.7 0.3 -0.29
F 4.981 -10.098 -2.154 0.3 -0.2 -1.5 -0.31
C 2.913 -7.637 -4.425 -0.9 1.3 0.2 -0.17
C 3.181 -6.165 -4.042 0.3 -1.1 -0.6 -1.10
H 4.068 -5.875 -4.616 -0.4 0.4 0.0 0.38
H 2.326 -5.525 -4.180 -0.2 0.4 0.0 0.31
H 3.508 -6.229 -3.006 -0.2 0.4 0.2 0.26
H 2.046 -7.992 -3.792 0.8 -0.1 -0.3 0.12
H 2.628 -7.824 -5.485 0.3 0.3 0.5 0.29
H 3.196 -9.986 -3.995 0.6 -0.2 -0.2 0.10
C -2.277 1.516 3.408 -0.5 -0.9 -1.0 -0.68
O -3.299 1.976 2.417 -0.4 -0.6 0.4 -0.22
O -1.417 0.704 2.874 0.2 -0.1 0.4 -0.73
C -1.723 2.810 3.856 0.2 1.6 0.4 0.59
F -2.684 3.615 4.396 0.1 0.0 0.0 -0.37
F -0.778 2.695 4.773 0.5 -0.3 0.8 -0.34
F -1.155 3.518 2.861 0.0 0.3 -0.3 0.23
C -4.178 0.879 2.283 -0.8 0.1 0.6 0.13
C -5.039 0.954 1.058 0.7 -1.2 -0.6 -1.30
H -5.865 1.619 1.140 -0.5 0.9 -0.1 0.43
H -4.455 1.098 0.141 -0.1 0.5 0.2 -0.10
H -5.467 -0.034 0.898 -0.3 -0.2 0.1 0.66
H -4.859 0.801 3.173 0.4 0.2 -0.3 0.29
H -3.613 -0.049 2.295 0.3 0.3 -0.2 -0.47
H -2.891 1.140 4.259 0.1 -0.1 0.1 0.26
```
Positions in Å, forces in eV/Å.

Output
HOMO level = -2.33 eV
DFT total energy = -5117.82357 a.u.
E_LUMO = 2.391 eV
Total charge = -2
Orbital gap = 4.725 eV
Multiplicity = 1

(2)
Formula: C18H21NO
Source: the OMol25 dataset
Level of theory: ωB97M-V/def2-TZVPD

```
41
Properties=species:S:1:pos:R:3:forces:R:3:nbo_charge:R:1
C 1.236 3.111 -1.701 1.0 1.4 0.5 -0.44
C 1.121 4.411 -2.489 1.1 -1.5 -4.3 -0.60
C -0.004 2.579 -1.109 1.1 0.5 1.6 -0.10
C -1.043 2.137 -1.756 -4.5 -3.3 0.1 0.00
C -0.229 2.352 0.305 -1.3 -2.4 0.3 -0.08
C -1.415 1.481 0.495 1.1 2.0 -1.6 0.16
C 0.531 2.619 1.427 0.2 0.2 1.4 -0.21
C -1.787 0.953 1.775 -0.5 0.6 -0.9 -0.27
C 0.032 2.261 2.678 0.7 -1.7 2.5 -0.23
C -1.072 1.309 2.916 2.1 3.5 -5.6 -0.20
N -1.943 1.385 -0.827 4.9 3.1 1.5 -0.56
H 1.866 2.347 -2.241 -0.8 0.8 0.7 0.23
H 1.776 3.590 -0.878 0.7 -1.4 0.3 0.22
H 0.180 4.784 -2.817 -1.5 -1.2 -1.3 0.21
H -1.339 2.145 -2.804 0.3 0.0 0.3 0.21
H -2.718 0.894 -1.032 -3.1 -1.7 -1.2 0.39
H 1.550 3.054 1.426 -0.9 0.1 -0.3 0.22
H -2.637 0.258 1.897 0.5 0.4 -0.4 0.22
H 0.724 2.537 3.551 -1.3 -0.5 -1.2 0.21
H -1.352 0.817 3.744 -0.5 -1.0 3.4 0.21
H 1.861 4.335 -3.442 -1.7 0.8 2.3 0.21
H 1.210 5.257 -1.917 1.9 2.0 1.8 0.21
C 0.131 -1.270 1.214 -0.4 -0.3 2.5 -0.43
C 0.688 -1.605 2.675 0.1 1.9 -0.9 -0.61
C 0.122 -2.407 0.260 -1.1 0.6 -1.2 -0.04
C 0.689 -3.613 0.642 -1.0 -0.4 -3.5 -0.21
C -0.514 -2.219 -1.064 -0.1 3.2 3.1 -0.19
C 0.709 -4.573 -0.358 -0.6 -1.0 -1.7 -0.25
C -0.522 -3.132 -2.051 0.8 -2.8 -2.1 -0.29
C 0.102 -4.345 -1.635 0.6 -0.5 1.9 0.29
O 0.130 -5.568 -2.213 0.7 -0.7 -0.2 -0.69
H -0.842 -0.880 1.476 -0.6 -0.8 -0.4 0.23
H 0.494 -0.358 0.788 1.2 0.4 -0.2 0.22
H -0.038 -2.119 3.291 -0.7 0.3 0.1 0.20
H 0.958 -3.976 1.568 0.8 0.2 2.1 0.22
H -1.087 -1.218 -1.190 1.3 -1.6 0.1 0.21
H 1.071 -5.667 -0.303 -0.5 2.1 0.5 0.23
H -0.873 -3.010 -3.159 0.3 -0.1 2.5 0.23
H -0.301 -5.708 -3.021 -1.1 0.3 -1.9 0.48
H 1.042 -0.652 3.174 -0.6 -1.1 -0.5 0.22
H 1.492 -2.297 2.704 1.2 -0.3 -0.4 0.20
```
Positions in Å, forces in eV/Å.

Output
HOMO level = -7.56 eV
DFT total energy = -828.33655 a.u.
E_LUMO = 0.771 eV
Total charge = 0
Orbital gap = 8.332 eV
Relative energy (zero: lowest compared OMol25 entry of this formula, charge and spin) = 524.4 kJ/mol
SMILES = CCc1c[nH]c2ccccc12.CCc1ccc(O)cc1
Multiplicity = 1

The lowest orbital gap belongs to which entry? C56H108F18N4O12

multiplicity of number 2 (C18H21NO)? 1

Copy entry 2 word for word.
Formula: C18H21NO
Source: the OMol25 dataset
Level of theory: ωB97M-V/def2-TZVPD

```
41
Properties=species:S:1:pos:R:3:forces:R:3:nbo_charge:R:1
C 1.236 3.111 -1.701 1.0 1.4 0.5 -0.44
C 1.121 4.411 -2.489 1.1 -1.5 -4.3 -0.60
C -0.004 2.579 -1.109 1.1 0.5 1.6 -0.10
C -1.043 2.137 -1.756 -4.5 -3.3 0.1 0.00
C -0.229 2.352 0.305 -1.3 -2.4 0.3 -0.08
C -1.415 1.481 0.495 1.1 2.0 -1.6 0.16
C 0.531 2.619 1.427 0.2 0.2 1.4 -0.21
C -1.787 0.953 1.775 -0.5 0.6 -0.9 -0.27
C 0.032 2.261 2.678 0.7 -1.7 2.5 -0.23
C -1.072 1.309 2.916 2.1 3.5 -5.6 -0.20
N -1.943 1.385 -0.827 4.9 3.1 1.5 -0.56
H 1.866 2.347 -2.241 -0.8 0.8 0.7 0.23
H 1.776 3.590 -0.878 0.7 -1.4 0.3 0.22
H 0.180 4.784 -2.817 -1.5 -1.2 -1.3 0.21
H -1.339 2.145 -2.804 0.3 0.0 0.3 0.21
H -2.718 0.894 -1.032 -3.1 -1.7 -1.2 0.39
H 1.550 3.054 1.426 -0.9 0.1 -0.3 0.22
H -2.637 0.258 1.897 0.5 0.4 -0.4 0.22
H 0.724 2.537 3.551 -1.3 -0.5 -1.2 0.21
H -1.352 0.817 3.744 -0.5 -1.0 3.4 0.21
H 1.861 4.335 -3.442 -1.7 0.8 2.3 0.21
H 1.210 5.257 -1.917 1.9 2.0 1.8 0.21
C 0.131 -1.270 1.214 -0.4 -0.3 2.5 -0.43
C 0.688 -1.605 2.675 0.1 1.9 -0.9 -0.61
C 0.122 -2.407 0.260 -1.1 0.6 -1.2 -0.04
C 0.689 -3.613 0.642 -1.0 -0.4 -3.5 -0.21
C -0.514 -2.219 -1.064 -0.1 3.2 3.1 -0.19
C 0.709 -4.573 -0.358 -0.6 -1.0 -1.7 -0.25
C -0.522 -3.132 -2.051 0.8 -2.8 -2.1 -0.29
C 0.102 -4.345 -1.635 0.6 -0.5 1.9 0.29
O 0.130 -5.568 -2.213 0.7 -0.7 -0.2 -0.69
H -0.842 -0.880 1.476 -0.6 -0.8 -0.4 0.23
H 0.494 -0.358 0.788 1.2 0.4 -0.2 0.22
H -0.038 -2.119 3.291 -0.7 0.3 0.1 0.20
H 0.958 -3.976 1.568 0.8 0.2 2.1 0.22
H -1.087 -1.218 -1.190 1.3 -1.6 0.1 0.21
H 1.071 -5.667 -0.303 -0.5 2.1 0.5 0.23
H -0.873 -3.010 -3.159 0.3 -0.1 2.5 0.23
H -0.301 -5.708 -3.021 -1.1 0.3 -1.9 0.48
H 1.042 -0.652 3.174 -0.6 -1.1 -0.5 0.22
H 1.492 -2.297 2.704 1.2 -0.3 -0.4 0.20
```
Positions in Å, forces in eV/Å.

Output
HOMO level = -7.56 eV
DFT total energy = -828.33655 a.u.
E_LUMO = 0.771 eV
Total charge = 0
Orbital gap = 8.332 eV
Relative energy (zero: lowest compared OMol25 entry of this formula, charge and spin) = 524.4 kJ/mol
SMILES = CCc1c[nH]c2ccccc12.CCc1ccc(O)cc1
Multiplicity = 1

The lowest HOMO level belongs to which entry? C18H21NO